[1]
# C3H7N3

The molecule C3H7N3 in a non-equilibrium geometry (the ωB97M-V functional and the def2-TZVPD basis, the Open Molecules 2025 dataset).

Geometry as XYZ:
```
13
C3H7N3, DFT the ωB97M-V functional and the def2-TZVPD basis
H -3.69 1.03 -0.62
N -2.96 0.22 -0.64
N -2.00 0.66 0.04
N -0.96 -0.26 -0.06
C 0.30 0.18 0.38
C 1.45 -0.64 0.69
C 1.56 0.22 -0.49
H -1.11 -1.01 -0.69
H -0.11 0.92 1.11
H 1.49 -1.80 0.60
H 2.08 -0.29 1.52
H 2.30 0.98 -0.38
H 1.64 -0.20 -1.46
```

Computed properties:
SMILES: [H]/N=N/NC1CC1
frontier orbital gap: 9.95 eV
2S+1: 1
charge: 0
highest occupied orbital energy: -0.3200 Eh

---

[2]
# C3H7N3

A structure of composition C3H7N3 in a non-equilibrium geometry (the ωB97M-V functional and the def2-TZVPD basis, the Open Molecules 2025 dataset).

Geometry as XYZ:
```
13
C3H7N3, DFT the ωB97M-V functional and the def2-TZVPD basis
C 0.06 -0.09 -0.72
C -0.92 1.05 -0.82
N 1.41 0.16 -0.34
N -0.41 -1.29 0.67
C 0.54 -0.86 1.49
N 1.27 0.16 1.09
H 1.76 1.08 -0.59
H -0.73 -2.24 0.78
H -0.02 -0.83 -1.52
H 0.58 -1.10 2.54
H -0.71 1.83 -0.10
H -0.89 1.45 -1.84
H -1.93 0.69 -0.65
```

Computed properties:
frontier orbital gap: 8.87 eV
2S+1: 1
charge: 0
highest occupied orbital energy: -0.2865 Eh

---

What did the second record say?
# C3H7N3

A structure of composition C3H7N3 in a non-equilibrium geometry (the ωB97M-V functional and the def2-TZVPD basis, the Open Molecules 2025 dataset).

Geometry as XYZ:
```
13
C3H7N3, DFT the ωB97M-V functional and the def2-TZVPD basis
C 0.06 -0.09 -0.72
C -0.92 1.05 -0.82
N 1.41 0.16 -0.34
N -0.41 -1.29 0.67
C 0.54 -0.86 1.49
N 1.27 0.16 1.09
H 1.76 1.08 -0.59
H -0.73 -2.24 0.78
H -0.02 -0.83 -1.52
H 0.58 -1.10 2.54
H -0.71 1.83 -0.10
H -0.89 1.45 -1.84
H -1.93 0.69 -0.65
```

Computed properties:
frontier orbital gap: 8.87 eV
2S+1: 1
charge: 0
highest occupied orbital energy: -0.2865 Eh